{
  "formula": "C4H16N2O4",
  "method": "wB97M-V/def2-TZVPD",
  "relative_energy_kcal_mol": 6.7,
  "total_energy_ev": -15578.1889,
  "e_lumo_ev": 0.062,
  "smiles": "CC(C)NC(N)=O.O.O.O",
  "gap_ev": 9.650,
  "homo_energy_ha": -0.352,
  "charge": 0,
  "symbols": ["C", "C", "C", "N", "C", "N", "O", "H", "H", "H", "H", "H", "H", "H", "H", "H", "H", "H", "H", "O", "H", "H", "O", "H", "H", "O"],
  "xyz": [[-1.456, 0.096, 2.378], [-1.190, 0.467, 0.856], [-2.167, -0.224, -0.087], [0.243, 0.221, 0.547], [0.745, -1.053, 0.599], [1.975, -1.176, -0.196], [0.371, -2.109, 1.143], [-2.502, 0.137, 2.673], [-1.005, -0.942, 2.545], [-0.947, 0.847, 2.963], [-1.306, 1.600, 0.741], [-2.037, 0.108, -1.092], [-3.215, -0.038, 0.252], [-1.980, -1.345, -0.032], [0.699, 0.883, -0.051], [2.202, -0.290, -0.653], [2.728, -1.461, 0.390], [-1.151, -2.665, -1.784], [0.099, -1.749, -1.633], [-0.512, -2.071, -2.253], [-0.882, 2.932, -1.980], [-0.883, 3.533, -0.564], [-0.371, 2.971, -1.130], [1.565, 2.345, -1.028], [3.125, 2.227, -0.638], [2.309, 1.817, -0.891]]
}